No. 1
Formula: Br2FH2PSi
Source: the OMol25 dataset
Level of theory: ωB97M-V with the def2-TZVPD basis set

Cartesian coordinates (Å):
F  -3.6423  0.0596  -2.0700
Si  -3.1831  0.0366  -0.5516
P  -0.2148  0.8178  0.4785
Br  -4.0142  -1.7896  0.3715
Br  -4.1963  1.7923  0.1690
H  0.2317  -0.5387  0.9089
H  -0.2306  0.8383  1.9128

Output
Energy = -5879.9910 a.u.
Energy relative to the best compared isomer or geometry (same formula, charge and spin) = 247.9 kJ/mol
Gap between HOMO and LUMO (alpha / beta) = 0.257 / 0.262 Ha

---

No. 2
Formula: Br2H4Si2
Source: the OMol25 dataset
Level of theory: ωB97M-V with the def2-TZVPD basis set

Cartesian coordinates (Å):
Si  -1.0418  0.1881  -0.7221
Si  1.1417  -0.3078  0.0671
Br  0.3128  -1.7910  1.6563
Br  1.1031  1.6435  1.3592
H  -1.3096  -0.9932  -1.5678
H  -0.8342  1.3658  -1.5757
H  2.5576  -0.5944  0.2603
H  -1.9296  0.4890  0.5226

Output
Energy = -5729.4290 a.u.
Energy relative to the best compared isomer or geometry (same formula, charge and spin) = 108.6 kJ/mol
Gap between HOMO and LUMO = 0.327 Ha

---

No. 3
Formula: Br2S
Source: the OMol25 dataset
Level of theory: ωB97M-V with the def2-TZVPD basis set

Cartesian coordinates (Å):
S  -0.4904  -0.7468  -1.0931
Br  0.3535  1.3493  2.3192
Br  0.9547  0.3819  0.0942

Output
Energy = -5546.1276 a.u.
Gap between HOMO and LUMO (alpha / beta) = 0.230 / 0.224 Ha

---

No. 4
Formula: Br4H2N3P3
Source: the OMol25 dataset
Level of theory: ωB97M-V with the def2-TZVPD basis set

Cartesian coordinates (Å):
N  1.1494  -0.9180  -0.3719
N  0.4277  -0.9019  -1.4595
N  -0.7642  0.5496  -1.4166
P  -1.0194  0.1661  1.9236
P  0.6724  -1.1714  1.1451
P  -0.8935  1.2600  0.0672
Br  2.5605  -0.6920  2.0821
Br  0.1794  -3.2986  2.0252
Br  -2.5103  2.7175  -0.2004
Br  0.7911  2.7931  0.0051
H  1.1162  -0.6486  -2.1918
H  -1.7093  0.1441  -1.6080

Output
Energy = -11485.5507 a.u.
Energy relative to the best compared isomer or geometry (same formula, charge and spin) = 22.5 kJ/mol
Gap between HOMO and LUMO = 0.256 Ha

---

No. 5
Formula: Br5HSi2
Source: the OMol25 dataset
Level of theory: ωB97M-V with the def2-TZVPD basis set

Cartesian coordinates (Å):
Si  0.1959  -0.9979  0.5450
Si  0.0285  -1.3634  2.8459
Br  2.1750  -1.5298  -0.2897
Br  -3.3751  0.5847  1.3551
Br  0.8203  0.4408  3.8975
Br  -1.9570  -1.8835  3.6761
Br  1.3737  -3.0722  3.3757
H  -0.3567  0.1141  -0.1934

Output
Energy = -13449.7480 a.u.
Energy relative to the best compared isomer or geometry (same formula, charge and spin) = 369.0 kJ/mol
Gap between HOMO and LUMO (alpha / beta) = 0.334 / 0.149 Ha

---

No. 6
Formula: BrCd2
Source: the OMol25 dataset
Level of theory: ωB97M-V with the def2-TZVPD basis set

Cartesian coordinates (Å):
Cd  -1.2002  2.1136  0.5016
Cd  0.2641  -2.2872  -1.0178
Br  0.9361  0.1736  0.5162

Output
Energy = -2908.0821 a.u.
Gap between HOMO and LUMO = 0.259 Ha
Total charge = +3

---

No. 7
Formula: BrCl4HSi2
Source: the OMol25 dataset
Level of theory: ωB97M-V with the def2-TZVPD basis set

Cartesian coordinates (Å):
Si  -1.0629  -0.4449  0.4174
Si  2.0043  -2.4593  2.2966
Cl  -1.6885  -1.6251  -1.0236
Cl  -2.2052  -0.2550  2.1459
Cl  1.1143  -4.3793  2.1046
Cl  3.9894  -2.5203  1.7057
Br  2.3923  -2.1568  4.5204
H  0.2061  0.2115  0.1203

Output
Energy = -4994.4760 a.u.
Energy relative to the best compared isomer or geometry (same formula, charge and spin) = 292.7 kJ/mol
Gap between HOMO and LUMO (alpha / beta) = 0.272 / 0.175 Ha

---

No. 8
Formula: BrClFHSi
Source: the OMol25 dataset
Level of theory: ωB97M-V with the def2-TZVPD basis set

Cartesian coordinates (Å):
F  -1.5485  -1.3930  0.9340
Si  -0.2388  -1.1071  -0.0419
Cl  0.8769  -2.5275  0.5447
Br  -1.2068  -1.6051  -2.1294
H  0.2278  0.2421  -0.2044

Output
Energy = -3424.3021 a.u.
Energy relative to the best compared isomer or geometry (same formula, charge and spin) = 46.4 kJ/mol
Gap between HOMO and LUMO = 0.419 Ha

---

No. 9
Formula: BrClFN2O
Source: the OMol25 dataset
Level of theory: ωB97M-V with the def2-TZVPD basis set

Cartesian coordinates (Å):
N  -3.4857  -0.3054  -0.9386
N  -3.9839  -0.8907  -0.0738
O  -4.5275  -1.4499  0.8538
F  3.2818  2.8443  0.1698
Cl  3.9736  0.9442  0.0317
Br  4.7417  -1.1425  -0.0430

Output
Energy = -3318.7970 a.u.
Energy relative to the best compared isomer or geometry (same formula, charge and spin) = 11.2 kJ/mol
Gap between HOMO and LUMO = 0.291 Ha
Total charge = -1

---

No. 10
Formula: BrCu2
Source: the OMol25 dataset
Level of theory: ωB97M-V with the def2-TZVPD basis set

Cartesian coordinates (Å):
Cu  15.5241  -9.1228  -8.7518
Cu  11.8502  -7.1631  -5.6181
Br  14.1840  -7.3206  -7.1940

Output
Energy = -5852.4174 a.u.
Spin multiplicity = 4
Gap between HOMO and LUMO (alpha / beta) = 0.413 / 0.233 Ha
Total charge = +4
<S²> = 3.763

---

| no. | F_max (eV Å⁻¹) |
| --- | --- |
| 1 | 2.15 |
| 2 | 3.30 |
| 3 | 1.67 |
| 4 | 1.51 |
| 5 | 1.17 |
| 6 | 1.71 |
| 7 | 2.11 |
| 8 | 5.21 |
| 9 | 5.07 |
| 10 | 1.31 |